Below is a molecular structure, C22H41Cl3N3O4SiSm, with properties calculated with the ωB97M-V functional and the def2-TZVPD basis.

Structure (XYZ):
```
75
C22H41Cl3N3O4SiSm | the OMol25 dataset | the ωB97M-V functional and the def2-TZVPD basis
C 2.58 1.62 -2.73
C 1.42 2.42 -2.23
H 2.94 2.00 -3.69
H 2.31 0.56 -2.85
H 3.40 1.66 -2.00
C 0.75 3.32 -2.96
C 1.04 3.64 -4.38
H -0.04 3.91 -2.49
H 1.36 2.76 -4.95
H 1.83 4.41 -4.47
H 0.14 4.05 -4.85
Sm -0.53 -1.11 0.74
Cl 1.74 -0.22 2.07
Cl -1.06 -3.67 0.39
H -2.10 -4.11 5.40
H 0.39 -4.57 5.89
C -1.84 -4.07 4.34
C 0.56 -4.50 4.80
N -0.46 -3.65 4.20
H -2.49 -3.37 3.81
C -0.13 -2.57 3.51
O -0.97 -1.83 2.92
H 1.54 -4.06 4.61
H 0.95 -2.35 3.43
H -1.96 -5.08 3.93
H 0.52 -5.51 4.38
H -0.22 0.17 -3.27
H -2.06 2.42 -3.58
C -1.18 -0.34 -3.40
C -2.76 1.57 -3.59
N -2.24 0.45 -2.80
H -1.14 -1.32 -2.92
C -2.73 0.16 -1.58
O -2.27 -0.74 -0.85
H -3.72 1.89 -3.17
H -3.59 0.80 -1.27
H -1.40 -0.44 -4.47
H -2.89 1.24 -4.63
O 0.43 0.76 -1.04
C 0.94 1.99 -0.85
C -1.35 3.06 -0.60
C -0.02 2.99 -0.19
H -1.70 2.29 -1.30
C -2.17 4.11 -0.18
H 1.83 1.90 -0.19
C 0.47 3.91 0.74
H -3.21 4.14 -0.51
C -1.65 5.09 0.67
C -0.33 4.98 1.14
H 1.49 3.79 1.09
H -2.27 5.93 0.98
H 0.07 5.74 1.81
Si 2.48 -3.43 -0.83
Cl 1.34 -1.61 -1.12
C 1.45 -4.85 -1.45
C 2.80 -3.64 1.00
C 4.06 -3.26 -1.81
H 0.42 -4.54 -1.66
H 1.41 -5.63 -0.69
H 1.89 -5.29 -2.36
H 3.87 -3.31 -2.89
H 4.75 -4.07 -1.55
H 4.58 -2.31 -1.59
H 2.12 -3.05 1.63
H 3.83 -3.34 1.24
H 2.67 -4.70 1.26
C -2.73 2.38 3.06
C -1.61 1.48 2.67
N -0.58 1.42 3.52
O -1.62 0.82 1.59
H -3.08 2.15 4.07
H -3.56 2.26 2.35
H -2.40 3.43 3.05
H 0.28 0.90 3.26
H -0.61 1.94 4.39
```

## Properties
**Energy relative to the best compared isomer or geometry (same formula, charge and spin)**: 85.8 kJ/mol
**2S+1**: 6
**F_max**: 0.0521 Eh/bohr
**Kohn-Sham gap (spin up / spin down)**: 0.2706 / 0.2712 Eh
**⟨S²⟩**: 8.76
**Lowest unoccupied orbital energy (spin up / spin down)**: 0.381 / 0.382 eV

Partial charges, Mulliken, in e: -1.521, 0.140, 0.468, 0.099, 0.328, 0.357, -1.723, 0.565, 0.399, 0.314, 0.382, 0.486, -0.595, -0.556, 0.338, 0.323, -0.901, -0.918, 0.203, 0.211, 0.258, -0.542, 0.293, 0.360, 0.318, 0.321, 0.188, 0.219, -1.048, -0.845, 0.360, 0.319, 0.225, -0.510, 0.306, 0.271, 0.404, 0.352, 0.315, -0.209, 0.936, -0.072, -0.067, -0.867, 0.382, -0.574, 0.371, -0.726, -0.648, 0.409, 0.339, 0.347, 0.333, 0.090, -1.041, -0.477, -1.053, 0.275, 0.309, 0.359, 0.293, 0.334, 0.281, -0.243, 0.324, 0.340, -1.553, 1.017, -0.096, -0.419, 0.481, 0.270, 0.361, 0.000, 0.234